[1]
Below is one molecule with the formula C8H14NP at a distorted geometry, with properties calculated with ωB97M-V/def2-TZVPD.

- SMILES: CC/N=C/C=C\C#P(C)C
- LUMO level (alpha / beta): -0.704 / -0.706 eV
- Net charge: 0
- Kohn-Sham gap (alpha / beta): 6.04 / 6.04 eV

Last column: natural (NBO) charge in e.
Atoms and positions in Å:
C -3.1295 -1.5400 -0.6072  -0.627
C -2.1478 -0.9132 0.5292  -0.224
N -1.5336 0.3097 0.1837  -0.492
C -2.0113 1.5321 0.0067  0.073
C -1.0320 2.4818 -0.3291  -0.394
C 0.3835 2.1974 -0.4173  -0.277
C 1.0105 1.0528 -0.1992  -0.197
P 1.5491 -0.5026 0.0682  0.910
C 2.6201 -0.4135 1.7316  -0.855
C 3.1040 -0.8147 -1.0454  -0.915
H -2.5427 -1.2983 -1.6703  0.204
H -4.1178 -0.9977 -0.7319  0.207
H -3.2307 -2.6224 -0.4358  0.210
H -1.4080 -1.6830 0.7937  0.184
H -2.7024 -0.7403 1.4077  0.177
H -3.0415 1.8236 -0.0048  0.178
H -1.3710 3.4887 -0.5963  0.206
H 1.1246 2.9873 -0.5478  0.264
H 2.8801 -1.5052 1.6101  0.207
H 1.9974 -0.2369 2.5286  0.226
H 3.5698 0.0882 1.6065  0.220
H 3.2144 0.0541 -1.7308  0.241
H 2.8371 -1.7035 -1.7967  0.239
H 3.9774 -1.0446 -0.3532  0.236

Atomic forces in eV per Å
C 2.07 1.98 -1.76
C -1.66 -0.58 -1.57
N 0.81 1.72 -0.82
C 2.53 -3.11 -0.28
C 1.45 1.70 -0.67
C -2.16 0.70 0.64
C -1.53 -0.98 -0.17
P 2.74 0.35 1.29
C 0.36 -2.92 -4.17
C -1.27 -1.38 -1.32
H -1.49 -1.02 2.66
H 1.12 -0.75 0.53
H -0.19 0.47 -0.29
H 0.16 0.29 -0.36
H -1.08 -0.17 1.37
H -0.77 0.06 0.30
H 0.38 -0.32 0.21
H -0.31 0.35 -0.24
H -0.08 0.79 1.08
H -1.02 0.58 1.98
H -0.22 0.69 0.20
H 0.39 -0.48 0.81
H 0.84 1.64 1.90
H -1.07 0.35 -1.31

[2]
Below is a 4-piece molecular cluster, C3H12O4 overall at a distorted geometry, with properties calculated with ωB97M-V/def2-TZVPD.

- SMILES: C=CCO.O.O.O
- LUMO level: 0.448 eV
- Net charge: 0
- Kohn-Sham gap: 9.88 eV

Last column: natural (NBO) charge in e.
Atoms and positions in Å:
C 2.0359 0.8118 -1.7453  -0.445
C 0.7694 0.3045 -1.9087  -0.189
C 0.4504 -1.0854 -1.2767  -0.126
O -0.8815 -1.0947 -0.7447  -0.768
H 2.2736 1.7013 -2.3503  0.215
H 2.7727 0.0915 -1.2046  0.205
H -0.1386 0.7730 -2.4065  0.222
H 1.2209 -1.7214 -0.7263  0.197
H 0.2347 -1.7646 -2.2960  0.164
H -0.8945 -1.4962 0.1488  0.510
O -1.2037 1.6990 0.0469  -0.955
H -1.7970 1.7209 -0.6860  0.467
H -0.9551 0.7922 0.1295  0.482
O 0.5978 0.8203 2.4918  -0.948
H 1.6034 0.6608 2.6908  0.468
H 0.7976 1.3159 1.6684  0.487
O -1.2863 -1.4267 1.9263  -0.979
H -1.9727 -1.2585 2.6072  0.492
H -0.4894 -0.9830 2.2462  0.501

Atomic forces in eV per Å
C -1.79 -1.86 -0.74
C 1.45 -0.63 1.88
C -1.57 -1.88 -4.21
O 0.84 0.07 1.08
H 0.52 -0.42 0.83
H -1.04 1.91 -1.08
H 1.62 -0.48 0.55
H -0.82 1.55 -0.30
H 1.13 1.40 2.18
H -0.25 0.31 -0.42
O 0.39 1.37 0.89
H -0.61 -0.03 -0.72
H 0.03 -1.29 -0.08
O 3.88 -0.11 -0.45
H -2.78 0.05 0.18
H -1.11 -0.04 0.21
O -0.50 -0.15 0.82
H 0.69 -0.12 -0.76
H -0.07 0.36 0.14

[3]
Below is a 2-piece molecular cluster, C10H13O2 overall at a distorted geometry, with properties calculated with ωB97M-V/def2-TZVPD.

- LUMO level: 3.330 eV
- Net charge: -1
- Kohn-Sham gap: 7.23 eV

Last column: natural (NBO) charge in e.
Atoms and positions in Å:
C 1.9107 1.2199 -0.3937  -0.520
C 1.2730 2.5994 -0.3102  -0.602
C 2.5852 0.8782 0.9500  0.755
O 1.8801 0.9299 1.9943  -0.818
O 3.8322 0.7296 0.9229  -0.785
H 1.1338 0.4637 -0.5327  0.196
H 2.6566 1.1840 -1.1867  0.198
H 0.4544 2.6561 0.4112  0.206
H 0.9290 2.9237 -1.2949  0.178
H 1.9283 3.3334 0.1687  0.203
C -0.3568 -3.0695 -0.5477  -0.627
C -1.0255 0.1985 1.2180  -0.177
C -0.5186 -1.0374 0.8645  -0.208
C -2.0665 0.7352 0.4768  -0.245
C -1.0358 -1.7851 -0.1786  -0.026
C -2.6153 -0.0270 -0.5443  -0.212
C -2.1455 -1.2957 -0.8685  -0.245
H -0.5398 0.7577 1.9949  0.260
H 0.3291 -1.3602 1.4507  0.235
H -2.3713 1.7759 0.4403  0.208
H -3.3843 0.2845 -1.2529  0.194
H -0.2816 -3.7394 0.3067  0.213
H 0.6381 -2.9299 -0.9602  0.224
H -2.3113 -1.7551 -1.8402  0.197
H -0.8983 -3.6706 -1.2884  0.198

Atomic forces in eV per Å
C -0.25 -0.17 0.75
C -0.22 0.31 0.51
C 1.14 0.88 0.77
O -0.44 -0.31 -0.47
O -0.24 -0.38 -0.29
H -0.02 0.05 -0.43
H -0.07 -0.12 -0.02
H -0.35 -0.55 -0.29
H -0.01 0.29 0.10
H 0.51 0.02 -0.63
C -0.30 -0.80 -0.36
C -0.39 0.36 -0.26
C -0.03 0.03 0.82
C -0.49 0.03 -1.11
C -0.09 -0.23 0.09
C -0.49 -0.89 -1.12
C 1.69 0.21 0.01
H 0.29 0.15 0.12
H 0.22 -0.25 -0.15
H 0.05 0.01 0.88
H 0.05 0.74 0.51
H 0.22 0.11 0.25
H 0.22 0.21 0.13
H -0.83 -0.08 0.25
H -0.18 0.38 -0.05

[4]
Below is one molecule with the formula C15H11NO2 at a distorted geometry, with properties calculated with ωB97M-V/def2-TZVPD.

- SMILES: NCc1cccc2c1C(=O)c1ccccc1C2=O
- LUMO level: -1.132 eV
- Net charge: 0
- Kohn-Sham gap: 7.88 eV

Last column: natural (NBO) charge in e.
Atoms and positions in Å:
N -3.0448 2.7427 -1.5724  -0.807
C -1.5632 2.4212 -1.6496  -0.260
C -1.4414 0.8143 -1.5189  0.014
C -1.9291 -0.0857 -2.6911  -0.230
C -1.8202 -1.6536 -2.6639  -0.192
C -1.1945 -2.3512 -1.4269  -0.205
C -0.7097 -1.4463 -0.2733  -0.090
C -0.8191 0.1263 -0.2810  -0.128
C -0.2469 0.9416 0.9897  0.551
O -0.8559 1.9067 1.5201  -0.517
C 1.1568 0.3755 1.5538  -0.109
C 2.3145 1.2753 2.0398  -0.187
C 3.6169 0.5250 2.5063  -0.207
C 3.7314 -1.0203 2.4898  -0.211
C 2.5396 -1.9276 2.0387  -0.184
C 1.2594 -1.1970 1.5693  -0.107
C 0.0003 -2.0603 1.0409  0.542
O -0.4057 -3.1021 1.6205  -0.511
H -3.4885 2.2236 -2.3511  0.349
H -3.3552 2.2919 -0.6861  0.362
H -1.1351 2.7760 -2.6536  0.210
H -1.0221 2.9540 -0.7964  0.230
H -2.3730 0.3610 -3.6557  0.230
H -2.1472 -2.3191 -3.5274  0.235
H -1.0539 -3.4799 -1.3300  0.251
H 2.2127 2.4141 2.0524  0.253
H 4.5228 1.1252 2.8451  0.233
H 4.6878 -1.5690 2.8126  0.236
H 2.5631 -3.0622 1.9983  0.250

Atomic forces in eV per Å
N 1.09 -0.76 0.15
C -0.40 -1.14 0.05
C 0.92 -2.74 0.02
C 1.21 -2.27 2.04
C 1.47 2.07 3.23
C -0.22 4.12 0.24
C -0.53 1.17 -1.30
C -0.84 -1.91 -2.38
C -0.64 0.97 0.79
O 2.27 -3.26 -2.13
C 1.72 -1.35 0.59
C 0.13 -4.47 -0.01
C -2.52 -1.86 -1.14
C -2.97 0.95 -0.97
C -0.78 4.61 -0.24
C 2.10 1.12 0.63
C -0.74 -1.06 0.68
O 1.74 3.64 -2.28
H 0.17 0.42 0.80
H 0.03 0.51 -0.97
H -0.67 -0.61 1.49
H -0.76 -0.92 -1.24
H 0.84 -0.57 1.83
H 0.41 1.31 1.23
H -0.32 1.88 -0.24
H 0.21 -1.98 -0.02
H -1.47 -0.90 -0.52
H -1.58 1.25 -0.52
H 0.12 1.77 0.19

Energy relative to the best compared isomer or geometry (same formula, charge and spin) per entry: 101.7; 50.3; 11.2; 161.2 kcal per mole